No. 1
{
  "formula": "C4H6O2",
  "method": "ωB97M-V/def2-TZVPD",
  "gap_ha": 0.310,
  "de_lowest_ev": 3.1535,
  "e_lumo_ev": 0.820,
  "species": ["O", "C", "C", "C", "C", "O", "H", "H", "H", "H", "H", "H"],
  "positions_angstrom": [[0.3904, 0.4508, -2.0078], [0.3780, 0.0217, -0.7120], [-0.8853, -0.6143, -0.1707], [-0.7927, 0.0607, 1.1538], [1.3812, 0.0727, 0.1747], [0.9901, 0.0245, 1.4562], [0.8220, 1.3130, -2.0077], [-0.8371, -1.7133, -0.1043], [-1.7147, -0.3372, -0.8343], [-0.9698, -0.4475, 2.0796], [-1.1933, 1.0908, 1.1016], [2.4311, 0.0782, -0.1290]],
  "forces_ev_per_a": [[0.31, -0.03, -0.67], [0.46, -0.43, -0.43], [0.36, 0.26, 0.11], [1.72, -0.09, 0.77], [-0.41, 0.22, -0.84], [-2.66, 0.11, -0.37], [-0.04, -0.22, -0.19], [0.16, 0.36, -0.07], [-0.01, 0.17, 0.62], [-0.60, -0.31, 0.21], [0.92, -0.37, 0.34], [-0.20, 0.34, 0.55]],
  "mulliken_charge": [-0.54, 0.21, -0.38, -0.36, -0.16, -0.51, 0.33, 0.23, 0.26, 0.29, 0.24, 0.40]
}


No. 2
{
  "formula": "C6H12",
  "method": "ωB97M-V/def2-TZVPD",
  "spin_multiplicity": 2,
  "gap_ha": [0.208, 0.177],
  "charge": -1,
  "s2": 0.76,
  "de_lowest_ev": 5.8025,
  "e_lumo_ev": [4.233, 3.780],
  "species": ["C", "C", "C", "C", "C", "C", "H", "H", "H", "H", "H", "H", "H", "H", "H", "H", "H", "H"],
  "positions_angstrom": [[-1.2070, 1.6804, 0.4756], [-0.6586, 0.7409, -0.5703], [0.7123, -0.0174, -0.1259], [0.4782, -1.4720, 0.3081], [-0.5010, -2.5170, -0.1369], [1.7259, 1.0081, 0.0142], [-0.3290, 2.2283, 0.8021], [-1.5633, 1.1504, 1.2960], [1.2109, -0.0341, -1.1420], [-2.0841, 2.2986, 0.0865], [-0.2874, 1.5424, -1.2290], [1.3879, -1.7917, 0.6297], [-0.1397, -3.0220, -1.0172], [-1.5277, -2.6665, 0.1214], [-0.3927, -1.3809, 0.9487], [1.8122, 1.1855, 1.1483], [-1.3294, 0.0919, -0.9973], [2.6925, 0.9753, -0.6120]],
  "forces_ev_per_a": [[-0.88, 0.32, -0.80], [2.98, 1.87, 1.27], [-1.52, 1.55, -7.04], [-4.85, 0.84, 1.23], [2.61, -0.49, -3.46], [2.29, 1.01, 4.14], [-0.13, 0.73, 0.02], [-0.89, -0.96, 1.87], [-1.53, -1.68, -0.52], [1.31, -0.40, 0.44], [-0.05, -1.08, -0.85], [2.27, -1.53, 1.33], [-0.41, -1.13, -0.50], [-0.37, 0.51, 0.32], [1.24, 1.59, 3.44], [1.03, 0.74, -1.12], [-1.93, -1.63, -1.15], [-1.18, -0.26, 1.41]],
  "mulliken_charge": [-1.09, -0.86, 0.62, -1.01, -0.95, -1.34, 0.35, 0.33, 0.06, 0.29, 0.35, 0.47, 0.31, 0.32, 0.19, 0.18, 0.65, 0.14]
}


No. 3
{
  "formula": "CH5O4",
  "method": "ωB97M-V/def2-TZVPD",
  "spin_multiplicity": 2,
  "gap_ha": [0.385, 0.189],
  "s2": 0.76,
  "de_lowest_ev": 1.5956,
  "e_lumo_ev": [-0.532, -5.729],
  "species": ["O", "C", "O", "H", "H", "H", "O", "H", "H", "O"],
  "positions_angstrom": [[-0.7669, 0.1982, -2.0741], [0.0731, 0.6719, -1.2673], [-0.1119, 0.7965, 0.0685], [0.8543, 1.3482, -1.6007], [1.1796, 0.6461, 0.5466], [2.1127, 0.0698, 1.6190], [2.1608, 0.5115, 0.8030], [-2.2742, -1.3337, 0.0671], [-1.1977, -1.1699, 0.9019], [-2.0297, -1.7385, 0.9361]],
  "forces_ev_per_a": [[3.14, 1.03, 1.07], [-6.03, -0.78, 3.11], [-0.16, -0.23, -4.76], [1.03, 0.10, -0.41], [2.37, -0.16, 1.09], [0.19, -0.90, 1.71], [-0.56, 0.90, -1.79], [-1.01, -1.05, 0.62], [-0.81, -1.29, 1.26], [1.82, 2.39, -1.90]],
  "mulliken_charge": [-0.29, 0.31, -0.46, 0.38, 0.45, 0.28, -0.70, 0.32, 0.34, -0.63]
}


No. 4
{
  "formula": "C2H3N3O",
  "method": "ωB97M-V/def2-TZVPD",
  "smiles": "Nc1conn1",
  "gap_ha": 0.334,
  "de_lowest_ev": 3.9148,
  "e_lumo_ev": 0.584,
  "species": ["C", "C", "H", "H", "H", "N", "N", "N", "O"],
  "positions_angstrom": [[-0.1763, 0.0017, -0.1350], [0.0887, -0.5431, 1.1202], [-0.9399, 0.8807, -1.6330], [-0.7313, 2.1332, -0.0990], [-0.3988, -0.1647, 2.0992], [-0.9657, 1.0266, -0.5500], [1.4025, -1.3075, -0.5802], [0.6715, -0.5748, -1.1288], [1.0492, -1.4521, 0.9066]],
  "forces_ev_per_a": [[0.64, 0.04, 1.58], [-0.98, 1.37, -2.23], [-0.36, 1.69, 2.62], [-0.65, -4.52, -2.34], [1.27, -1.38, -1.71], [-0.70, 3.89, -1.21], [3.11, -4.64, 1.98], [-2.79, 2.88, 1.31], [0.47, 0.67, 0.00]],
  "mulliken_charge": [0.10, 0.05, 0.31, 0.29, 0.32, -0.57, -0.15, -0.12, -0.24]
}


No. 5
{
  "formula": "Cl2HNO2S",
  "method": "ωB97M-V/def2-TZVPD",
  "gap_ha": 0.366,
  "de_lowest_ev": 2.3120,
  "e_lumo_ev": -1.297,
  "species": ["N", "O", "O", "S", "Cl", "Cl", "H"],
  "positions_angstrom": [[0.4210, 0.8716, -0.8290], [-2.2585, 0.8589, -0.9606], [-0.9664, -0.6440, -2.3632], [-1.0344, 0.6079, -1.6787], [1.7725, 0.3695, -1.6973], [-0.8084, 1.9870, -3.1076], [-0.2123, -0.2977, -0.0791]],
  "forces_ev_per_a": [[-3.51, -3.02, 3.11], [1.95, 0.58, 0.29], [0.27, -0.06, 0.10], [-1.36, -0.93, -1.60], [0.24, -0.29, -0.19], [-0.08, 0.56, -0.09], [2.48, 3.16, -1.62]],
  "mulliken_charge": [-0.25, -0.44, -0.46, 0.86, 0.06, -0.13, 0.36]
}


No. 6
{
  "formula": "C2H3FLiMgO",
  "method": "ωB97M-V/def2-TZVPD",
  "spin_multiplicity": 2,
  "gap_ha": [0.135, 0.292],
  "charge": 2,
  "s2": 0.76,
  "de_lowest_ev": 0.2227,
  "e_lumo_ev": [-11.666, -11.824],
  "species": ["O", "C", "C", "Li", "H", "F", "H", "Mg", "H"],
  "positions_angstrom": [[-0.6163, 0.0263, 1.0614], [0.4945, 0.2563, 0.2552], [0.4854, -0.3506, -1.0813], [-2.0019, -0.5869, -0.0549], [1.4699, 0.1356, 0.7490], [-0.6702, -1.0373, -1.4414], [0.9303, 0.0333, -2.0012], [-0.6920, 0.2510, 2.9088], [0.6002, 1.2721, -0.3956]],
  "forces_ev_per_a": [[-0.71, 0.20, 0.67], [1.77, 2.18, -2.77], [-1.01, -1.80, -1.33], [-0.06, -0.28, -0.67], [-0.24, -0.12, 0.17], [0.20, 0.14, 0.83], [0.23, 0.02, 0.53], [0.31, 0.10, -0.24], [-0.48, -0.45, 2.80]],
  "mulliken_charge": [-0.67, 0.14, -0.34, 0.92, 0.30, -0.29, 0.39, 1.31, 0.25]
}